#a
Molecular formula: C4H12N2O
Method: DFT, ωB97M-V/def2-TZVPD

Values from the calculation:
HOMO-LUMO gap, eV: 9.9
HOMO, eV: -9.09
SMILES: C[C@H](O)[C@H](N)CN
LUMO level, eV: 0.8

```
! wB97M-V def2-TZVPD RIJCOSX def2/J DEFGRID3
* xyz 0 1
N 1.5008 -0.0054 -1.1241
C 0.3562 -0.4363 -0.3291
C 0.5019 -0.2117 1.2080
C -0.7409 -0.5349 2.0146
O 0.7271 1.1646 1.4814
C -1.0755 -0.0120 -0.7584
N -1.0392 -0.1462 -2.2276
H 1.4549 -0.4473 -2.0607
H 1.4966 1.0346 -1.4028
H 0.2047 -1.5524 -0.3452
H 1.3267 -0.8433 1.6173
H -1.6424 -0.0696 1.5756
H -0.6986 -0.1840 2.9995
H -1.1232 -1.4924 1.8789
H 0.8057 1.7493 0.6718
H -1.8969 -0.6440 -0.3512
H -1.2848 1.0269 -0.4729
H -1.8469 0.3472 -2.6458
H -0.0949 -0.0115 -2.6639
*
```

These are the natural (NBO) partial charges, in e, on atoms 1 to 5: number 1, N, carries -0.82; number 2, C, carries -0.09; number 3, C, carries 0.11; number 4, C, carries -0.63; number 5, O, carries -0.74

#b
Molecular formula: C4H12N2O
Method: DFT, ωB97M-V/def2-TZVPD

Values from the calculation:
HOMO-LUMO gap, eV: 10.2
HOMO, eV: -9.32
SMILES: NCC[C@H](N)CO
LUMO level, eV: 0.9

```
! wB97M-V def2-TZVPD RIJCOSX def2/J DEFGRID3
* xyz 0 1
C -0.6342 0.9925 -0.9848
O -0.4338 1.5009 -2.2999
C 0.1557 -0.2938 -0.8780
C -0.1788 -1.0432 0.4082
C -0.0507 -0.2538 1.6931
N -0.4602 -1.0592 2.8645
N 1.6078 -0.0567 -1.0463
H -1.6917 0.7724 -0.8292
H -0.2470 1.7202 -0.2505
H -0.1693 -0.9091 -1.7164
H -1.1753 -1.4804 0.2993
H 0.4671 -1.9170 0.4515
H 0.9777 0.1075 1.7918
H -0.7016 0.6176 1.6589
H 0.2242 -0.9825 3.6072
H -0.4823 -2.0387 2.6077
H -1.0966 2.1565 -2.5261
H 2.0834 -0.3974 -0.2138
H 1.7849 0.9419 -1.0549
*
```

These are the natural (NBO) partial charges, in e, on atoms 1 to 5: number 1, C, carries -0.07; number 2, O, carries -0.73; number 3, C, carries -0.07; number 4, C, carries -0.42; number 5, C, carries -0.22

#c
Molecular formula: C4H12N2O
Method: DFT, ωB97M-V/def2-TZVPD

Values from the calculation:
HOMO-LUMO gap, eV: 7.8
HOMO, eV: -6.98
SMILES: N/C=C/CCN.O
LUMO level, eV: 0.8

```
! wB97M-V def2-TZVPD RIJCOSX def2/J DEFGRID3
* xyz 0 1
C -0.3287 -0.4367 1.7954
C -0.3813 0.9720 1.0931
C 0.4801 0.8559 -0.1090
C 0.3735 1.6456 -1.2566
N 1.3786 2.3590 -1.7682
N -1.0164 -1.5033 1.0506
H 0.7293 -0.7457 1.8735
H -0.7030 -0.3172 2.8052
H 0.0273 1.6965 1.8079
H -1.4210 1.0661 0.7105
H 1.1543 0.0112 -0.3386
H -0.5623 1.6514 -1.8368
H 1.2562 3.1357 -2.3947
H 2.2329 2.5303 -1.2668
H -0.8811 -1.2355 0.0733
H -2.0041 -1.3690 1.2504
H -0.2690 -3.1836 -0.4302
H 0.3056 -3.4098 -1.8345
O -0.3710 -3.7230 -1.2246
*
```

These are the natural (NBO) partial charges, in e, on atoms 1 to 5: number 1, C, carries -0.21; number 2, C, carries -0.45; number 3, C, carries -0.49; number 4, C, carries 0.11; number 5, N, carries -0.77

Most stable to least stable, the ends of the list are #b and #c.

#a
Molecular formula: C4H12N2O
Method: DFT, ωB97M-V/def2-TZVPD

Values from the calculation:
HOMO-LUMO gap, eV: 9.6
HOMO, eV: -8.77
SMILES: N/C=C/CCN.O
LUMO level, eV: 0.8

```
! wB97M-V def2-TZVPD RIJCOSX def2/J DEFGRID3
* xyz 0 1
C -2.0907 0.5827 0.2534
C -0.8030 1.3578 -0.0269
C 0.3648 0.3482 -0.0753
C 0.7172 -0.5941 0.8219
N 1.5998 -1.7003 0.5519
N -2.4481 -0.4579 -0.6780
H -2.0574 0.2182 1.2992
H -2.9220 1.3040 0.2763
H -0.6240 2.0854 0.7620
H -0.8789 1.8146 -1.0195
H 0.6745 0.2532 -1.1095
H 0.1468 -0.5531 1.7546
H 1.3784 -2.5026 1.1448
H 1.4755 -2.1070 -0.3733
H -1.8184 -1.2408 -0.7174
H -2.6638 0.0183 -1.5395
H 3.2831 -0.2986 -0.1952
H 3.0927 1.0730 -0.3126
O 3.5736 0.3989 -0.8169
*
```

These are the natural (NBO) partial charges, in e, on atoms 1 to 5: number 1, C, carries -0.21; number 2, C, carries -0.45; number 3, C, carries -0.26; number 4, C, carries -0.04; number 5, N, carries -0.84

#b
Molecular formula: C4H12N2O
Method: DFT, ωB97M-V/def2-TZVPD

Values from the calculation:
HOMO-LUMO gap, eV: 9.5
HOMO, eV: -8.92
SMILES: C=NCCCN.O
LUMO level, eV: 0.6

```
! wB97M-V def2-TZVPD RIJCOSX def2/J DEFGRID3
* xyz 0 1
C -1.2965 -0.7680 0.6662
C -1.1757 -0.6606 -0.8831
C -0.0739 0.1386 -1.4473
C 0.1667 1.8007 0.4716
N 0.0301 1.5405 -0.7889
N -0.5072 -1.8662 1.1587
H -2.2857 -0.9075 1.0757
H -1.0007 0.0695 1.3860
H -1.1667 -1.8004 -1.2085
H -2.0023 -0.1238 -1.2877
H -0.3897 0.4288 -2.5075
H 0.9244 -0.3645 -1.3932
H 0.0348 2.8969 0.6942
H 0.4736 1.1963 1.3064
H -0.7256 -2.7369 0.7673
H 0.5228 -1.6527 1.2877
H 2.7809 1.2622 -0.4581
H 2.9514 0.2987 0.6468
O 2.7392 1.2484 0.5135
*
```

These are the natural (NBO) partial charges, in e, on atoms 1 to 5: number 1, C, carries -0.24; number 2, C, carries -0.43; number 3, C, carries -0.25; number 4, C, carries -0.03; number 5, N, carries -0.45

#c
Molecular formula: C4H12N2O
Method: DFT, ωB97M-V/def2-TZVPD

Values from the calculation:
HOMO-LUMO gap, eV: 9.3
HOMO, eV: -8.29
SMILES: [H]/N=C/OC.CNC
LUMO level, eV: 1.0

```
! wB97M-V def2-TZVPD RIJCOSX def2/J DEFGRID3
* xyz 0 1
C 1.5318 -1.3612 -0.2163
C -1.6584 0.8745 1.3032
C -1.8777 0.2621 -1.0255
C 2.4933 0.7667 -0.0639
N -1.2553 -0.0210 0.2457
N 0.8969 -2.3326 0.2670
O 1.6864 -0.2477 0.4935
H 2.0006 -1.3335 -1.2215
H 0.8165 -3.1318 -0.3567
H -1.4031 -0.9880 0.5197
H -1.1597 0.5739 2.2224
H -2.7483 0.8959 1.4771
H -1.3384 1.8877 1.0468
H -2.9817 0.2455 -1.0007
H -1.5368 -0.4667 -1.7591
H -1.5634 1.2573 -1.3535
H 3.5492 0.5621 0.1353
H 2.3410 0.8627 -1.1418
H 2.2069 1.6943 0.4283
*
```

These are the natural (NBO) partial charges, in e, on atoms 1 to 5: number 1, C, carries 0.42; number 2, C, carries -0.41; number 3, C, carries -0.41; number 4, C, carries -0.25; number 5, N, carries -0.63

Most stable to least stable, the ends of the list are #a and #b.

#a
Molecular formula: C4H12N2O
Method: DFT, ωB97M-V/def2-TZVPD

Values from the calculation:
HOMO-LUMO gap, eV: 8.5
HOMO, eV: -7.81
LUMO level, eV: 0.7

```
! wB97M-V def2-TZVPD RIJCOSX def2/J DEFGRID3
* xyz 0 1
C 0.7276 -0.5823 -0.2579
C 0.7687 0.8751 -0.2952
C -1.7864 0.4582 -0.9356
C 0.8866 -1.4152 0.9781
N -0.7354 0.6533 0.0502
N -1.1227 0.9014 1.3865
O 2.5886 -0.4736 -0.7627
H 2.7953 -0.2663 -1.6844
H 0.3847 -1.1056 -1.1445
H -1.7303 0.1589 1.7259
H -1.6241 1.7866 1.4447
H 0.8568 1.3190 -1.2805
H 1.2960 1.3500 0.5257
H -2.4187 1.3503 -0.9936
H -1.3544 0.2856 -1.9227
H -2.4044 -0.4009 -0.6593
H 0.9986 -0.8003 1.8716
H 1.8147 -1.9783 0.8485
H 0.0588 -2.1161 1.1052
*
```

These are the natural (NBO) partial charges, in e, on atoms 1 to 5: number 1, C, carries 0.19; number 2, C, carries -0.22; number 3, C, carries -0.41; number 4, C, carries -0.67; number 5, N, carries -0.28

#b
Molecular formula: C4H12N2O
Method: DFT, ωB97M-V/def2-TZVPD

Values from the calculation:
HOMO-LUMO gap, eV: 9.9
HOMO, eV: -9.04
SMILES: C[C@H](O)[C@H](N)CN
LUMO level, eV: 0.9

```
! wB97M-V def2-TZVPD RIJCOSX def2/J DEFGRID3
* xyz 0 1
N -1.4605 -1.3362 0.3956
C -0.5931 -0.1468 0.3618
C 0.8081 -0.5543 0.8320
C 1.7449 0.6153 1.0340
O 1.3364 -1.4214 -0.2193
C -0.5995 0.4972 -1.0137
N -1.9009 1.1266 -1.2744
H -2.2331 -1.1707 -0.2465
H -0.9114 -2.0488 -0.0777
H -0.8854 0.6109 1.0807
H 0.8386 -1.1655 1.7307
H 1.8008 1.2917 0.1931
H 2.7437 0.2239 1.2313
H 1.4257 1.1597 1.8963
H 1.9244 -2.0657 0.1881
H 0.2244 1.2189 -1.0853
H -0.3504 -0.1606 -1.8417
H -1.9266 2.0704 -0.9133
H -1.9862 1.2555 -2.2717
*
```

These are the natural (NBO) partial charges, in e, on atoms 1 to 5: number 1, N, carries -0.82; number 2, C, carries -0.08; number 3, C, carries 0.10; number 4, C, carries -0.63; number 5, O, carries -0.75

Most stable to least stable, the ends of the list are #b and #a.